{"formula": "C22H36Cl2HfN5O2S3", "method": "ωB97M-V/def2-TZVPD", "species": ["Hf", "N", "C", "C", "C", "N", "H", "H", "H", "H", "H", "H", "H", "H", "H", "H", "S", "C", "S", "S", "Cl", "C", "Cl", "H", "H", "C", "C", "N", "C", "N", "C", "C", "C", "N", "C", "H", "H", "H", "H", "H", "H", "H", "H", "H", "H", "H", "H", "H", "C", "C", "C", "C", "C", "C", "C", "C", "C", "C", "O", "O", "H", "H", "H", "H", "H", "H", "H", "H", "H", "H", "H"], "positions_angstrom": [[-0.3356, -0.1517, -0.3641], [0.1714, -2.4976, 0.0911], [-0.7725, -3.6357, -0.0403], [-1.9604, -3.4808, 0.8932], [-2.9629, -2.4401, 0.4300], [-2.4519, -1.0508, 0.5894], [0.9049, -2.6095, -0.6043], [0.6395, -2.6097, 0.9889], [-0.2461, -4.5645, 0.1779], [-1.1059, -3.6757, -1.0745], [-1.6053, -3.2381, 1.9042], [-2.4766, -4.4393, 0.9645], [-3.8904, -2.5456, 0.9935], [-3.1914, -2.5935, -0.6219], [-2.3444, -0.8576, 1.5800], [-3.1837, -0.4268, 0.2657], [0.1822, -2.5206, -4.3229], [0.0036, -1.5540, -3.0318], [1.3316, -0.7622, -2.1996], [-1.5709, -1.2151, -2.3031], [-2.3909, 2.0504, 0.7366], [-2.4886, 2.8477, 2.3409], [-0.9236, 3.2101, 3.0501], [-3.0366, 2.1933, 3.0035], [-3.0145, 3.7766, 2.1754], [2.5356, 4.7321, -0.3427], [2.1004, 3.7925, 0.7559], [1.0983, 2.8496, 0.2505], [0.4714, 2.9120, -0.9525], [-0.2506, 1.8597, -1.3635], [-0.9887, 2.0911, -2.6297], [-0.1617, 2.8860, -3.6125], [0.0936, 4.2376, -3.0063], [0.5714, 4.0730, -1.6311], [1.2831, 5.2110, -1.0433], [3.1729, 4.2112, -1.0611], [3.0945, 5.5693, 0.0717], [1.6718, 4.3588, 1.5854], [2.9431, 3.2212, 1.1434], [1.1875, 1.9238, 0.6324], [-1.9210, 2.6263, -2.4118], [-1.2544, 1.1397, -3.0568], [-0.6865, 2.9924, -4.5609], [0.7778, 2.3589, -3.7944], [-0.8199, 4.8368, -3.0084], [0.8535, 4.7886, -3.5606], [0.6323, 5.7395, -0.3409], [1.5217, 5.8981, -1.8511], [2.8906, -4.3860, 5.4156], [2.4589, -3.2380, 4.5485], [3.1110, -2.9743, 3.3480], [2.7089, -1.9656, 2.4893], [3.5248, -1.7571, 1.2337], [1.5696, -1.1939, 2.8469], [0.9562, -1.3800, 4.1093], [-0.0630, -0.4401, 4.7169], [1.4099, -2.4086, 4.9214], [0.9527, -0.3350, 1.8274], [1.5635, 0.0252, 0.7566], [-0.3000, -0.0591, 1.8342], [3.9770, -4.4828, 5.4337], [2.4872, -5.3208, 5.0193], [2.5304, -4.2742, 6.4376], [3.9727, -3.5742, 3.0746], [4.3669, -2.4461, 1.2301], [3.9107, -0.7384, 1.1901], [2.9563, -1.9061, 0.3158], [0.4503, 0.1845, 5.4524], [-0.8289, -0.9993, 5.2568], [-0.5405, 0.2145, 4.0033], [0.9439, -2.5457, 5.8923]], "e_homo_ev": -9.96, "lumo_ev": -2.79, "homo_lumo_gap_ev": 7.17, "charge": 1, "e_above_lowest_kj_mol": 64.7}